{"formula": "C32H54Cl12O15", "method": "the ωB97M-V functional and the def2-TZVPD basis", "elements": ["C", "C", "C", "O", "C", "O", "O", "H", "H", "H", "H", "H", "H", "C", "C", "C", "O", "C", "O", "O", "H", "H", "H", "H", "H", "H", "C", "C", "C", "O", "C", "O", "O", "H", "H", "H", "H", "H", "H", "C", "C", "C", "O", "C", "O", "O", "H", "H", "H", "H", "H", "H", "C", "C", "C", "O", "C", "O", "O", "H", "H", "H", "H", "H", "H", "Cl", "C", "C", "Cl", "H", "H", "H", "H", "Cl", "C", "C", "Cl", "H", "H", "H", "H", "Cl", "C", "C", "Cl", "H", "H", "H", "H", "Cl", "C", "C", "Cl", "H", "H", "H", "H", "Cl", "C", "C", "Cl", "H", "H", "H", "H", "Cl", "C", "C", "Cl", "H", "H", "H", "H"], "xyz": [[-5.50, -16.09, -3.86], [-5.12, -15.06, -4.87], [-4.87, -15.51, -6.32], [-5.94, -14.98, -7.01], [-6.72, -14.27, -6.23], [-7.73, -13.72, -6.64], [-6.19, -14.12, -5.03], [-5.46, -15.73, -2.84], [-4.75, -16.87, -3.76], [-6.39, -16.67, -4.11], [-4.20, -14.67, -4.44], [-4.80, -16.59, -6.27], [-3.97, -15.02, -6.69], [-1.24, -8.30, -10.04], [-1.56, -9.80, -10.34], [-3.03, -10.10, -9.93], [-3.53, -10.71, -11.15], [-2.63, -10.71, -12.18], [-2.72, -11.16, -13.31], [-1.43, -10.11, -11.69], [-1.98, -7.57, -10.36], [-0.35, -8.03, -10.62], [-1.00, -8.10, -8.99], [-0.91, -10.45, -9.76], [-3.65, -9.29, -9.54], [-2.87, -10.84, -9.14], [-5.30, -23.51, 3.40], [-4.22, -22.42, 3.34], [-3.17, -22.65, 2.36], [-3.04, -21.51, 1.59], [-4.07, -20.77, 1.84], [-4.32, -19.60, 1.45], [-4.86, -21.38, 2.63], [-5.82, -23.65, 2.46], [-6.04, -23.22, 4.15], [-5.00, -24.47, 3.81], [-3.71, -22.07, 4.24], [-3.34, -23.52, 1.72], [-2.29, -22.94, 2.93], [-9.19, -10.86, -12.46], [-9.01, -10.78, -14.01], [-10.41, -10.92, -14.70], [-10.14, -10.19, -15.92], [-9.18, -9.25, -15.59], [-8.84, -8.33, -16.28], [-8.56, -9.49, -14.40], [-8.32, -10.47, -11.93], [-9.25, -11.87, -12.04], [-10.05, -10.33, -12.06], [-8.29, -11.60, -14.09], [-11.28, -10.42, -14.29], [-10.70, -11.94, -14.95], [-0.01, -16.29, -0.58], [0.11, -15.99, 0.96], [1.50, -15.79, 1.56], [1.57, -14.43, 1.97], [0.38, -13.99, 2.07], [0.19, -12.78, 2.40], [-0.56, -14.77, 1.39], [0.23, -15.47, -1.26], [-1.01, -16.65, -0.82], [0.52, -17.22, -0.81], [-0.41, -16.71, 1.59], [2.39, -15.87, 0.94], [1.64, -16.40, 2.46], [0.14, -15.58, -9.94], [1.22, -16.23, -11.25], [1.50, -17.72, -10.88], [1.80, -18.07, -9.15], [2.07, -15.55, -11.23], [0.64, -16.08, -12.17], [2.31, -18.10, -11.50], [0.52, -18.11, -11.16], [-4.74, -17.93, -12.51], [-6.26, -17.14, -13.21], [-7.28, -16.73, -12.12], [-8.95, -16.38, -12.81], [-6.80, -17.87, -13.81], [-5.97, -16.28, -13.81], [-6.98, -15.81, -11.63], [-7.45, -17.49, -11.36], [-5.89, -7.27, -5.77], [-7.47, -8.09, -5.77], [-8.48, -7.44, -6.68], [-8.50, -5.67, -6.41], [-7.71, -8.07, -4.71], [-7.29, -9.13, -6.04], [-9.48, -7.85, -6.59], [-8.21, -7.69, -7.71], [-12.42, -17.50, -5.70], [-12.88, -16.56, -7.08], [-13.26, -15.17, -6.68], [-14.85, -15.08, -5.91], [-13.63, -17.04, -7.71], [-12.01, -16.57, -7.73], [-13.36, -14.51, -7.55], [-12.53, -14.63, -6.09], [-1.60, -11.38, -3.31], [-1.76, -10.78, -1.69], [-2.96, -11.26, -0.96], [-4.55, -10.84, -1.58], [-1.82, -9.69, -1.66], [-0.93, -11.17, -1.09], [-2.95, -11.18, 0.13], [-2.99, -12.35, -1.04], [-5.87, -24.25, -2.23], [-4.68, -23.56, -3.41], [-5.22, -22.11, -3.73], [-3.90, -21.23, -4.58], [-4.67, -24.26, -4.24], [-3.67, -23.54, -2.98], [-5.46, -21.40, -2.94], [-5.95, -22.11, -4.54]], "orbital_gap_ev": 10.39, "total_energy_ha": -7902.5257, "smiles": "C[C@H]1COC(=O)O1.C[C@H]1COC(=O)O1.C[C@H]1COC(=O)O1.C[C@H]1COC(=O)O1.C[C@H]1COC(=O)O1.ClCCCl.ClCCCl.ClCCCl.ClCCCl.ClCCCl.ClCCCl", "de_lowest_ev": 6.697, "lumo_ev": -0.1}